C24H60N4O12SSn | wB97M-V/def2-TZVPD

As for the expectation value of S²: 0.755. For the LUMO energy (alpha / beta), the calculation gives -5.6 / -6.3 eV. The net charge is +1. The spin multiplicity is 2. For the total energy, the calculation gives -73037.6559 eV. As for the frontier orbital gap (alpha / beta): 3.913 / 3.139 eV.

Last column: Mulliken charge in e.
Geometry (Å):
Sn: -27.580 -44.651 -31.763  1.338
S: -29.830 -46.920 -33.085  1.480
O: -30.259 -45.625 -32.645  -0.816
O: -30.243 -47.836 -32.082  -0.508
O: -30.515 -47.250 -34.340  -0.697
O: -28.405 -46.891 -33.169  -0.658
C: -29.698 -45.793 -37.268  -0.782
O: -28.371 -46.264 -37.347  -0.184
C: -27.681 -46.225 -38.583  -0.752
C: -26.318 -46.996 -38.469  -0.645
N: -26.412 -48.422 -38.532  -0.268
C: -25.143 -49.099 -38.221  -0.443
C: -25.462 -50.644 -37.940  -0.679
O: -26.036 -50.946 -36.688  -0.111
C: -26.519 -52.275 -36.475  -0.703
H: -30.296 -46.630 -37.629  0.329
H: -29.930 -44.893 -37.839  0.340
H: -30.097 -45.818 -36.254  0.124
H: -27.586 -45.254 -39.069  0.465
H: -28.237 -46.778 -39.340  0.343
H: -25.814 -46.659 -37.563  0.343
H: -25.821 -46.606 -39.357  0.343
H: -26.646 -48.691 -39.477  0.224
H: -24.652 -48.685 -37.340  0.107
H: -24.415 -48.968 -39.021  0.414
H: -24.596 -51.278 -38.129  0.443
H: -26.218 -50.901 -38.682  0.351
H: -27.462 -52.415 -37.004  0.317
H: -26.709 -52.464 -35.418  0.053
H: -25.819 -53.044 -36.803  0.351
C: -29.913 -53.246 -29.560  -0.771
O: -30.205 -52.452 -30.707  -0.349
C: -29.208 -51.522 -30.856  -0.317
C: -28.959 -51.247 -32.321  -0.364
N: -28.232 -50.010 -32.574  0.990
C: -26.889 -49.999 -32.029  0.331
C: -25.838 -50.677 -32.902  -1.383
O: -25.602 -50.023 -34.120  0.024
C: -24.275 -49.751 -34.256  -0.735
H: -30.145 -52.699 -28.647  0.317
H: -28.981 -53.808 -29.615  0.340
H: -30.737 -53.956 -29.640  0.299
H: -28.239 -51.843 -30.474  0.541
H: -29.419 -50.609 -30.298  0.280
H: -29.866 -50.870 -32.793  -0.074
H: -28.680 -52.012 -33.047  0.323
H: -28.793 -49.222 -32.283  -0.497
H: -26.704 -50.377 -31.024  0.343
H: -26.592 -48.956 -31.921  -0.159
H: -26.084 -51.724 -33.076  0.420
H: -24.937 -50.961 -32.359  0.624
H: -23.585 -50.590 -34.172  0.364
H: -23.826 -49.071 -33.532  0.356
H: -24.116 -49.289 -35.231  -0.054
C: -28.013 -47.502 -28.942  -0.658
O: -27.039 -47.062 -29.945  -0.116
C: -25.721 -47.115 -29.485  -0.861
C: -24.627 -46.586 -30.416  -0.746
N: -24.660 -45.079 -30.479  -0.194
C: -23.359 -44.517 -30.920  -0.763
C: -22.300 -44.637 -29.847  -0.551
O: -22.911 -44.866 -28.574  -0.366
C: -22.128 -44.756 -27.372  -0.832
H: -28.171 -46.703 -28.218  0.327
H: -27.658 -48.357 -28.367  0.386
H: -28.855 -47.766 -29.583  -0.035
H: -25.452 -48.159 -29.331  0.305
H: -25.683 -46.579 -28.536  0.615
H: -24.863 -46.976 -31.406  0.397
H: -23.655 -46.882 -30.022  0.491
H: -24.584 -44.839 -29.500  0.254
H: -23.582 -43.479 -31.167  0.333
H: -22.985 -45.046 -31.796  0.326
H: -21.683 -43.740 -29.796  0.512
H: -21.537 -45.333 -30.198  0.354
H: -22.687 -44.386 -26.512  0.280
H: -21.235 -44.132 -27.390  0.324
H: -21.759 -45.720 -27.022  0.310
C: -32.257 -44.528 -30.044  -0.552
O: -32.837 -45.852 -30.291  -0.294
C: -32.713 -46.926 -29.340  -0.348
C: -33.195 -48.249 -30.034  -0.661
N: -33.006 -48.419 -31.503  -0.086
C: -33.419 -49.705 -32.025  -0.701
C: -32.917 -49.952 -33.529  -0.025
O: -33.537 -48.971 -34.384  -0.213
C: -34.842 -49.255 -34.680  -0.850
H: -32.235 -43.925 -30.952  0.236
H: -31.210 -44.629 -29.757  0.064
H: -32.808 -44.061 -29.228  0.338
H: -33.322 -46.731 -28.457  0.442
H: -31.671 -46.899 -29.022  0.072
H: -34.284 -48.239 -29.987  0.434
H: -32.819 -49.160 -29.568  0.348
H: -32.000 -48.403 -31.587  -0.020
H: -34.507 -49.770 -32.025  0.458
H: -33.055 -50.611 -31.542  0.321
H: -33.057 -50.993 -33.820  0.411
H: -31.852 -49.729 -33.478  -0.342
H: -35.440 -49.254 -33.768  0.286
H: -35.004 -50.312 -34.893  0.355
H: -35.340 -48.639 -35.429  0.265

***

C24H60N4O8 | wB97M-V/def2-TZVPD

For the LUMO energy, the calculation gives 0.6 eV. For the relative energy (zero: lowest compared OMol25 entry of this formula, charge and spin), the calculation gives 1987.3 kJ/mol. The net charge is 0. For the total energy, the calculation gives -48179.4982 eV. As for the frontier orbital gap: 8.104 eV.

Last column: Mulliken charge in e.
Geometry (Å):
C: -1.093 -4.871 -0.319  -0.999
O: -1.253 -3.597 0.231  0.195
C: -2.468 -3.328 1.062  -1.592
C: -2.692 -1.823 1.034  0.163
N: -3.483 -1.645 -0.196  -0.487
C: -3.268 -0.347 -0.836  1.122
C: -4.087 -0.133 -2.189  -0.885
O: -3.994 -1.119 -3.195  -0.370
C: -4.503 -0.807 -4.390  -0.917
H: -1.948 -5.058 -0.968  0.400
H: -0.996 -5.639 0.448  0.194
H: -0.201 -4.784 -0.941  0.258
H: -2.298 -3.560 2.114  0.539
H: -3.347 -3.789 0.611  0.531
H: -1.700 -1.371 1.039  -0.147
H: -3.172 -1.440 1.935  0.386
H: -3.084 -2.255 -0.895  0.412
H: -2.210 -0.305 -1.097  -0.073
H: -3.583 0.415 -0.124  -0.391
H: -3.759 0.791 -2.664  0.198
H: -5.141 0.003 -1.945  0.538
H: -5.449 -1.323 -4.555  0.328
H: -3.837 -1.035 -5.222  0.296
H: -4.616 0.257 -4.595  0.346
C: 3.060 -0.668 -0.978  -1.354
O: 1.735 -0.730 -1.102  0.254
C: 1.132 -1.998 -1.511  -1.420
C: -0.372 -1.731 -1.700  0.579
N: -0.683 -1.010 -2.916  -0.365
C: -0.533 0.419 -2.763  0.245
C: -1.014 1.106 -4.066  -1.459
O: -2.410 1.350 -4.053  -0.045
C: -2.801 2.080 -5.190  -1.136
H: 3.448 -1.546 -0.461  0.413
H: 3.201 0.306 -0.509  0.366
H: 3.442 -0.546 -1.992  0.150
H: 1.313 -2.665 -0.668  0.447
H: 1.622 -2.379 -2.408  0.532
H: -0.943 -1.324 -0.865  0.277
H: -0.913 -2.669 -1.829  0.918
H: -1.670 -1.194 -3.027  0.144
H: 0.548 0.473 -2.637  0.399
H: -0.996 0.837 -1.869  0.022
H: -0.798 0.434 -4.897  0.459
H: -0.339 1.958 -4.151  0.485
H: -2.899 1.303 -5.947  0.457
H: -1.959 2.661 -5.567  0.343
H: -3.620 2.789 -5.068  0.209
C: 3.668 5.862 1.332  -0.735
O: 3.273 4.536 1.749  -0.331
C: 2.304 4.033 0.800  -0.792
C: 1.612 2.724 1.448  0.274
N: 2.692 1.857 1.964  0.028
C: 2.160 0.694 2.672  0.295
C: 3.263 -0.084 3.423  -0.118
O: 4.388 0.592 3.874  -0.563
C: 5.411 0.854 2.899  -0.721
H: 4.603 6.242 1.745  0.251
H: 2.916 6.551 1.718  0.255
H: 3.661 5.809 0.244  0.314
H: 2.660 3.724 -0.183  0.381
H: 1.511 4.771 0.684  0.473
H: 0.958 2.153 0.790  -0.925
H: 1.134 3.021 2.382  0.403
H: 3.145 2.458 2.637  0.502
H: 1.684 0.037 1.944  -1.386
H: 1.589 0.962 3.561  0.467
H: 3.720 -0.888 2.846  0.157
H: 2.766 -0.632 4.224  -0.177
H: 5.871 -0.096 2.630  0.328
H: 6.142 1.447 3.448  0.275
H: 5.173 1.421 1.999  0.247
C: -3.340 1.477 1.777  -1.026
O: -2.234 0.742 1.304  -0.335
C: -1.409 1.413 0.342  -1.481
C: -0.270 0.380 -0.104  -1.390
N: 0.359 -0.026 1.149  0.411
C: 1.321 -1.154 0.962  0.494
C: 1.426 -2.074 2.179  -1.163
O: 1.919 -1.267 3.260  0.147
C: 2.230 -2.064 4.376  -1.254
H: -3.846 1.054 2.644  0.298
H: -3.990 1.505 0.902  0.321
H: -3.006 2.440 2.162  0.297
H: -1.083 2.338 0.818  1.114
H: -1.905 1.579 -0.614  0.284
H: 0.343 0.873 -0.859  1.380
H: -0.663 -0.524 -0.569  -0.802
H: -0.379 -0.345 1.761  0.572
H: 2.328 -0.759 0.829  0.299
H: 1.050 -1.777 0.110  0.126
H: 1.967 -3.019 2.129  0.553
H: 0.415 -2.403 2.420  0.221
H: 2.654 -1.464 5.181  0.333
H: 2.980 -2.774 4.027  0.441
H: 1.460 -2.697 4.817  0.291